Record 1
DFT (ωB97M-V/def2-TZVPD) results for a cluster of 5 separate species, C23H48N2O19P4 in total in a non-equilibrium geometry.

Properties
E_tot = -103667.843 eV
total charge = 0
SMILES string = [H]/N=C/CC1=CC(=O)C=C(N(C)C(C)=O)C1=O.COP(=O)(OC)OC.COP(=O)(OC)OC.COP(=O)(OC)OC.COP(=O)(OC)OC
lowest unoccupied orbital energy = -1.476 eV
2S+1 = 1

Each line ends with the Mulliken charge.
Element x y z (Å)
P1 -5.1010 -0.0418 0.1972  0.82
P2 -0.1818 -6.7966 -4.2304  0.92
P3 0.1284 0.7647 -5.0289  0.69
P4 4.7874 4.8556 0.7340  0.88
O1 -0.2556 0.9962 -6.4312  -0.65
O2 0.7535 -6.1385 -5.1796  -0.65
O3 -0.9536 -0.2564 -4.3984  -0.09
O4 -0.7051 -5.8505 -3.0506  -0.22
O5 2.0272 0.4937 4.1794  -0.56
O6 4.9986 3.7136 1.8498  -0.36
O7 -0.3498 1.9316 -4.0316  -0.27
O8 -2.6248 -0.6292 5.9795  -0.56
O9 6.0896 4.3644 -0.0689  -0.33
O10 -1.5901 -6.6763 -5.0432  -0.26
O11 3.8823 5.1269 -0.5865  -0.23
O12 0.8881 -7.6378 -3.3131  -0.28
O13 -5.7493 0.8303 -1.0302  -0.26
O14 -3.8325 -0.5191 -0.6576  -0.23
O15 -5.0189 -1.3933 1.1075  -0.25
O16 0.4450 4.5798 3.3038  -0.58
O17 4.9420 6.1582 1.4033  -0.65
O18 -4.7948 1.0218 1.1908  -0.63
O19 1.7109 1.0997 -4.9213  -0.21
N1 4.2507 0.6448 6.7910  -0.60
N2 0.0439 2.3445 3.3351  0.57
C1 -1.4121 0.9598 4.7488  -0.01
C2 2.1266 -0.4634 6.8482  -0.83
C3 3.0177 0.7339 7.0522  -0.17
C4 3.8087 3.3175 2.5734  -0.70
C5 -3.4721 -0.0168 -1.9444  -0.49
C6 -7.1199 1.2452 -0.8789  -0.73
C7 0.4580 3.0332 -3.6353  -0.66
C8 2.6147 0.0944 -5.4267  -0.73
C9 -0.2819 3.8475 5.3944  -1.06
C10 1.4171 -8.8469 -3.8882  -0.71
C11 2.4670 5.2946 -0.3605  -0.59
C12 -0.3603 -0.4636 6.5319  -0.59
C13 0.9903 0.5523 4.7923  0.32
C14 0.0842 3.6230 3.9508  0.69
C15 0.8640 -0.1465 6.1079  0.91
C16 -0.6341 -1.6617 -4.5480  -0.84
C17 -0.2125 1.2997 4.2791  -0.25
C18 6.3072 4.5767 -1.4572  -0.59
C19 -6.2331 -1.8137 1.7604  -0.77
C20 -0.8735 2.3242 2.1839  -1.21
C21 -1.5674 -0.1051 5.7615  -0.45
C22 -0.1180 -5.7788 -1.7535  -0.63
C23 -1.9122 -7.7530 -5.9455  -0.75
H1 0.6205 -9.5608 -4.0993  0.30
H2 -1.4297 -2.2399 -4.0883  0.25
H3 -0.5595 -1.9217 -5.6050  0.41
H4 1.9955 5.4613 -1.3253  0.22
H5 -0.5335 3.1008 1.5012  0.28
H6 3.6278 0.4577 -5.2812  0.24
H7 -3.1697 1.0276 -1.8807  0.31
H8 -4.2846 -0.1313 -2.6569  0.33
H9 -1.1458 -7.8388 -6.7183  0.34
H10 -6.0096 -2.7145 2.3236  0.24
H11 1.3897 2.7015 -3.1822  0.30
H12 -2.2967 1.4767 4.3978  0.57
H13 1.9596 -8.6194 -4.8064  0.32
H14 3.0689 2.9075 1.8852  0.33
H15 -7.3968 1.8022 -1.7694  0.25
H16 -0.0888 4.8753 5.6738  0.38
H17 2.0989 -9.2859 -3.1655  0.25
H18 -0.0836 -6.7554 -1.2776  0.28
H19 2.4384 -0.0700 -6.4900  0.32
H20 -0.7463 -5.1268 -1.1506  0.25
H21 1.9088 -0.8979 7.8244  0.40
H22 -0.1033 3.5948 -2.8905  0.23
H23 4.7246 1.5221 6.9981  0.28
H24 5.4942 4.1705 -2.0547  0.25
H25 2.0359 4.4022 0.0947  0.22
H26 7.2225 4.0527 -1.7253  0.24
H27 2.7163 -1.1648 6.2567  0.22
H28 -1.3442 3.6388 5.5378  0.30
H29 3.3815 4.1739 3.0988  0.38
H30 -0.4613 -0.9820 7.4773  0.43
H31 0.3069 -1.8980 -4.0494  0.36
H32 -7.7811 0.3835 -0.7834  0.30
H33 2.4956 -0.8445 -4.8857  0.31
H34 0.2458 3.1669 6.0649  0.21
H35 2.2871 6.1552 0.2840  0.35
H36 -2.6270 -0.5992 -2.3022  0.11
H37 -1.9015 2.5560 2.4624  0.48
H38 -2.8674 -7.5216 -6.4066  0.23
H39 -7.0114 -2.0402 1.0302  0.33
H40 0.8830 -5.3516 -1.8078  0.30
H41 2.6214 1.6694 7.4588  0.40
H42 4.0805 2.5520 3.2938  0.29
H43 -7.2246 1.8873 -0.0035  0.31
H44 -0.8014 1.4004 1.6178  0.43
H45 0.6643 3.6866 -4.4835  0.35
H46 -2.0013 -8.6991 -5.4097  0.32
H47 6.4365 5.6381 -1.6713  0.29
H48 -6.5840 -1.0365 2.4423  0.34

Record 2
DFT (ωB97M-V/def2-TZVPD) results for a cluster of 6 separate species, C38H55N8O6P in total.

Properties
E_tot = -73794.313 eV
total charge = 0
SMILES string = C[C@@H](O)Cc1c(CN)c(-c2ccccc2)c(O)c2c1C(=O)N(P(=N)(O)O)C2=O.CCCC#N.CCCC#N.CCCC#N.CCCC#N.CCCC#N
lowest unoccupied orbital energy = -0.429 eV
2S+1 = 1

Each line ends with the Mulliken charge.
Element x y z (Å)
P1 -2.4586 -1.9471 0.8728  0.70
O1 -2.2356 -0.5422 0.1522  -0.52
O2 -3.5765 -2.7524 0.0591  -0.49
O3 -0.8370 -4.5029 1.9303  -0.52
O4 1.1274 -3.6709 4.1408  -0.64
O5 0.1238 -1.4402 -1.1914  -0.55
O6 2.4177 2.5885 -0.3285  -0.57
N1 4.8612 4.9024 1.3554  -0.52
N2 -3.0038 -11.0156 -1.4137  -0.47
N3 -1.2570 7.0823 -6.5733  -0.47
N4 -2.6738 -1.8173 2.3981  -0.69
N5 1.5397 -8.0719 2.7825  -0.52
N6 -1.0273 -2.7028 0.4083  0.26
N7 4.2577 0.5835 3.9250  -0.60
N8 -1.3049 7.7679 -0.0445  -0.47
C1 0.6959 -2.6420 2.0180  0.79
C2 1.2626 1.9492 1.7047  -1.32
C3 -0.7175 -8.5304 0.1641  -0.23
C4 2.8666 6.5707 1.5435  -0.52
C5 -0.4510 -3.4301 1.5614  -0.18
C6 -4.6496 -8.4830 -3.6210  -1.13
C7 0.0575 -1.8320 -0.0626  -0.26
C8 2.2118 6.7374 0.1676  0.13
C9 3.2674 -2.0564 4.6449  -0.16
C10 -2.8380 8.9608 -5.6886  -0.37
C11 -1.6938 7.1509 -0.9292  0.25
C12 2.0775 -0.8001 1.2166  -0.45
C13 -4.3131 8.5676 -5.8358  -0.35
C14 2.5050 -1.8760 3.3744  0.22
C15 4.0113 5.6641 1.4695  0.24
C16 -3.8695 -10.2681 -1.3310  0.23
C17 3.1623 7.3302 -0.8663  -1.23
C18 -0.9912 5.6605 -2.7833  -0.34
C19 0.6387 -7.8196 2.1190  0.24
C20 5.1185 -2.9732 5.8687  -0.90
C21 -1.9476 7.9107 -6.1833  0.23
C22 4.6254 -2.4290 7.0381  -0.33
C23 -4.9806 -9.3209 -1.2400  -0.32
C24 1.4378 -2.7593 3.1767  -0.06
C25 -4.7175 8.3204 -7.2838  -1.22
C26 1.0176 -1.6796 1.0708  0.95
C27 2.3625 0.2042 0.1236  -1.71
C28 2.8322 -0.9047 2.4094  1.10
C29 -0.5013 -7.4860 1.2661  0.10
C30 -2.1562 6.3489 -2.0620  -0.11
C31 4.4417 -2.7934 4.6725  0.03
C32 2.7780 -1.5092 5.8210  0.15
C33 0.4782 -8.6613 -0.7707  -1.32
C34 4.0305 0.0122 2.5996  -1.45
C35 1.6360 1.5632 0.2797  0.31
C36 0.0155 6.6504 -3.3506  -0.72
C37 -5.6247 -9.0721 -2.6090  -0.40
C38 3.4535 -1.6876 7.0153  -0.93
H1 -2.8681 5.6128 -1.6866  0.33
H2 3.1885 2.7670 0.2248  0.34
H3 -4.1584 7.4892 -7.7149  0.35
H4 -2.6293 9.8751 -6.2463  0.37
H5 6.0297 -3.5565 5.8907  0.41
H6 0.4868 7.2379 -2.5608  0.15
H7 -6.4678 -8.3930 -2.4717  0.30
H8 3.0639 -1.2475 7.9231  0.41
H9 2.0398 -0.2278 -0.8204  0.49
H10 4.9123 0.0174 4.4469  0.35
H11 -4.9232 9.3679 -5.4142  0.36
H12 -1.3834 -7.4049 1.9013  0.35
H13 3.2058 7.5331 1.9307  0.36
H14 -0.3194 -6.5042 0.8346  -0.06
H15 1.3371 7.3797 0.2766  0.21
H16 -1.5973 -8.2476 -0.4168  0.05
H17 4.9218 -0.5399 2.2881  0.43
H18 4.8279 -3.2254 3.7576  0.49
H19 2.6576 7.4618 -1.8226  0.29
H20 -2.6917 7.0080 -2.7489  -0.06
H21 -2.9117 0.0621 0.4887  0.34
H22 0.8052 6.1255 -3.8868  0.35
H23 -3.4886 -2.2774 2.7788  0.23
H24 1.8559 -0.9408 5.7986  0.49
H25 1.3656 -8.9990 -0.2334  0.36
H26 4.0216 6.6797 -1.0358  0.35
H27 3.4051 0.6101 4.4670  0.32
H28 3.4343 0.3679 0.0460  0.64
H29 -4.4031 -2.7448 0.5562  0.35
H30 -1.4004 5.0526 -3.5917  0.34
H31 1.8537 5.7644 -0.1774  0.12
H32 0.9466 2.9939 1.6893  0.44
H33 -0.4601 7.3321 -4.0546  0.01
H34 0.7111 -7.7069 -1.2478  0.30
H35 -6.0299 -10.0107 -2.9907  0.29
H36 -4.5990 -8.3860 -0.8247  0.25
H37 -0.4906 4.9780 -2.0934  0.21
H38 3.9476 0.8402 1.9015  0.47
H39 3.5324 8.3063 -0.5457  0.31
H40 -4.5385 9.2048 -7.8978  0.30
H41 -4.5076 7.6718 -5.2423  0.22
H42 -3.8218 -9.1659 -3.8163  0.35
H43 2.0967 1.8647 2.4018  0.23
H44 5.1413 -2.5822 7.9768  0.40
H45 1.1998 -4.5674 3.7904  0.24
H46 -5.1503 -8.2912 -4.5695  0.33
H47 2.1547 6.1567 2.2585  0.30
H48 -2.5927 9.1472 -4.6413  0.28
H49 -5.7102 -9.7237 -0.5367  0.31
H50 -4.2342 -7.5388 -3.2636  0.29
H51 -5.7772 8.0755 -7.3492  0.37
H52 0.7244 1.5308 -0.3177  0.37
H53 0.4207 1.3607 2.0715  0.34
H54 0.2695 -9.3890 -1.5546  0.38
H55 -0.9329 -9.5006 0.6145  0.33

Record 3
DFT (ωB97M-V/def2-TZVPD) results for a cluster of 5 separate species, C5H20N10O5 in total in a non-equilibrium geometry.

Properties
E_tot = -30653.184 eV
total charge = 0
SMILES string = NC(N)=O.NC(N)=O.NC(N)=O.NC(N)=O.NC(N)=O
lowest unoccupied orbital energy = 0.261 eV
2S+1 = 1

Each line ends with the Mulliken charge.
Element x y z (Å)
O1 3.8119 0.7231 0.2141  -0.74
O2 -1.0125 -0.5661 0.3295  -0.77
O3 -4.5391 0.1110 -1.0967  -0.65
O4 -2.8198 4.9396 -0.1106  -0.65
O5 0.5519 -4.4029 -0.1019  -0.67
N1 0.8625 -6.5360 -0.8116  -0.44
N2 0.8452 0.7414 0.0448  -0.23
N3 1.0255 -1.5461 0.1933  -0.26
N4 -2.7792 1.5209 -0.6441  -0.18
N5 0.8123 -4.8089 -2.3312  -0.37
N6 4.7313 -0.7361 1.6854  -0.39
N7 -1.5352 4.0555 1.5430  -0.29
N8 -2.7525 5.9887 1.8891  -0.47
N9 4.7398 -1.1969 -0.5636  -0.38
N10 -4.8878 2.3383 -0.9742  -0.36
C1 0.2030 -0.4498 0.2775  0.58
C2 -2.3808 4.9915 1.0302  0.63
C3 4.4273 -0.3109 0.4282  0.63
C4 0.7333 -5.1840 -1.0140  0.62
C5 -4.0838 1.2258 -0.9359  0.49
H1 -2.6623 5.9213 2.8868  0.19
H2 -2.1849 0.7209 -0.4271  0.25
H3 5.3524 -1.5036 1.8625  0.17
H4 0.8511 -3.8336 -2.5593  0.22
H5 4.3837 -0.2035 2.4613  0.22
H6 5.0472 -2.1297 -0.3594  0.17
H7 1.9976 -1.4296 0.4237  0.14
H8 0.3003 1.5562 -0.1539  0.12
H9 -1.3511 3.2264 1.0114  0.15
H10 0.5804 -2.4504 0.2851  0.25
H11 -4.6257 3.2645 -0.6831  0.17
H12 1.0538 -7.1677 -1.5648  0.16
H13 -3.4894 6.5866 1.5587  0.24
H14 0.7211 -5.5099 -3.0422  0.18
H15 0.8343 -6.8170 0.1504  0.22
H16 -0.9799 4.3059 2.3400  0.19
H17 4.7432 -0.8736 -1.5130  0.22
H18 -2.5043 2.4763 -0.7919  0.19
H19 1.8434 0.7979 0.1895  0.23
H20 -5.8642 2.1645 -1.1257  0.21

Table of Kohn-Sham gap (eV), in record order: 8.1242, 8.5122, 8.9329